No. 1
A 2-piece molecular cluster, C5H10N2O overall, computed with wB97M-V/def2-TZVPD.

The value obtained for the HOMO-LUMO gap is 9.109 eV. For the total energy, the calculation gives -381.1722 hartree. Its SMILES is [H]/N=C(/C)C(N)=O.C=C. As for the LUMO energy: 0.174 eV. For the energy above the lowest of the compared OMol25 structures with the same formula, charge and spin, the calculation gives 3.0805 eV.

```
18
Properties=species:S:1:pos:R:3:forces:R:3:lowdin_charge:R:1
H -1.246 0.911 1.055 1.813 -0.793 1.615 0.04
N -0.568 0.360 1.754 -2.025 0.746 -0.211 0.14
C 0.357 -0.172 1.137 -0.259 0.454 -2.480 -0.34
C 1.308 -1.183 1.685 0.221 0.274 0.152 -0.05
C 0.758 0.367 -0.412 2.620 -0.494 2.768 -0.56
N 1.391 -0.599 -1.167 -0.389 0.172 -0.342 0.13
O 1.171 1.519 -0.407 -0.820 -0.325 -0.652 0.04
H 2.331 -0.833 1.539 0.023 -0.097 0.038 0.09
H 1.202 -2.128 1.155 -0.012 -0.048 -0.051 0.07
H 1.106 -1.339 2.742 0.007 0.023 -0.008 0.08
H 1.002 -1.522 -1.252 -0.040 0.057 -0.040 0.10
H 1.980 -0.267 -1.916 -0.089 -0.041 -0.029 0.11
C -1.292 0.469 -1.337 -2.601 0.818 0.214 -0.09
C -2.091 1.137 -0.444 0.245 -0.573 -2.196 -0.07
H -0.854 1.006 -2.166 0.560 0.045 0.330 0.08
H -1.486 -0.581 -1.516 0.241 -0.119 0.202 0.08
H -2.142 2.217 -0.478 0.237 0.074 0.232 0.08
H -2.928 0.638 0.025 0.268 -0.175 0.458 0.08
```
Positions in Å, forces in eV/Å.

No. 2
One molecule with the formula C4H6N2O, computed with wB97M-V/def2-TZVPD.

The value obtained for the HOMO-LUMO gap is 10.761 eV. For the total energy, the calculation gives -340.7185 hartree. Its SMILES is [H]/N=C/OCCC#N. As for the LUMO energy: 0.693 eV. For the energy above the lowest of the compared OMol25 structures with the same formula, charge and spin, the calculation gives 2.0797 eV.

```
13
Properties=species:S:1:pos:R:3:forces:R:3:lowdin_charge:R:1
H -2.931 1.388 -0.855 -0.139 -0.005 0.006 0.05
N -2.649 0.440 -0.622 0.284 0.186 -0.103 0.11
C -1.392 0.430 -0.527 -0.391 0.068 -0.002 -0.30
O -0.846 -0.782 -0.157 -0.116 0.197 -0.053 -0.08
C 0.530 -1.068 -0.290 0.184 0.077 -0.084 -0.20
C 1.324 -0.438 0.867 0.015 -0.035 0.046 -0.13
C 1.154 1.001 0.693 -0.354 0.905 -0.328 -0.20
N 0.743 2.018 0.328 1.308 -0.295 0.902 0.16
H -0.745 1.342 -0.602 -0.627 -1.428 -0.344 0.09
H 0.912 -0.711 -1.253 0.032 0.002 0.094 0.13
H 0.639 -2.159 -0.265 -0.161 0.294 0.030 0.13
H 0.882 -0.734 1.823 0.081 -0.017 -0.106 0.13
H 2.378 -0.728 0.860 -0.115 0.052 -0.059 0.12
```
Positions in Å, forces in eV/Å.

No. 3
C20H18F2NO3P as an isolated structure, computed with wB97M-V/def2-TZVPD.

The value obtained for the HOMO-LUMO gap is 8.271 eV. For the total energy, the calculation gives -1594.0093 hartree. As for the LUMO energy: 0.155 eV. For the energy above the lowest of the compared OMol25 structures with the same formula, charge and spin, the calculation gives 16.4931 eV.

```
45
Properties=species:S:1:pos:R:3:forces:R:3:lowdin_charge:R:1
C -4.228 -1.523 -2.314 -5.120 -3.584 -2.589 -0.08
C -3.855 -1.201 -0.965 -6.726 1.921 0.997 -0.32
C -4.861 -0.569 -0.202 -6.696 0.475 -0.232 -0.06
C -4.740 -0.386 1.128 -2.020 0.445 0.962 -0.12
C -3.514 -0.723 1.544 -9.262 7.945 15.075 -0.13
C -2.568 -1.150 0.967 7.537 -3.419 -4.878 -0.48
C -2.833 -1.548 -0.247 5.540 -2.934 -8.698 -0.15
C -1.684 -2.031 -1.353 1.440 -0.292 4.994 0.02
H -2.119 -2.833 -1.935 0.270 0.182 -0.355 0.05
H -0.850 -2.501 -0.595 -1.745 0.862 -2.633 0.10
H -1.263 -1.124 -1.880 -0.589 -1.354 0.387 0.09
N -1.336 -1.137 1.390 6.368 -1.047 6.840 0.00
P 0.116 -0.525 0.888 -0.763 7.806 4.345 0.75
O 0.779 0.507 2.093 -2.683 -5.250 -5.104 -0.36
O -0.506 0.520 -0.349 1.301 -3.454 1.912 -0.09
C -0.301 1.844 -0.160 9.147 -4.350 -1.856 -0.35
C -1.235 2.628 -0.295 -4.456 11.865 -0.495 -0.06
C -1.032 4.090 -0.361 2.449 3.254 -2.763 0.02
C 0.419 4.702 -0.528 -7.224 -5.350 2.070 -0.06
C 1.333 3.739 -0.286 2.628 -1.054 -2.151 -0.04
C 1.031 2.339 -0.408 -2.985 4.102 2.704 -0.23
F 1.958 1.534 -0.132 3.657 -2.868 -0.208 0.13
H 2.385 4.129 -0.365 -0.672 -1.197 0.527 0.13
H 0.460 5.701 -0.356 0.698 2.803 -0.167 0.05
H -1.812 5.020 -0.734 1.495 -3.506 1.509 0.15
H -2.201 2.444 -0.327 -4.421 -1.755 -0.069 0.08
O 0.998 -1.657 0.293 1.131 1.081 -0.832 -0.14
C 2.391 -1.217 0.162 -0.798 -2.865 4.956 -0.22
C 3.095 -1.370 1.420 3.814 1.449 -0.513 0.06
C 4.584 -1.327 1.227 -10.486 0.044 -12.007 0.01
C 5.128 -1.180 -0.157 -1.950 -1.380 1.250 0.02
C 4.277 -1.360 -1.357 1.141 1.543 9.293 0.04
C 2.969 -1.333 -1.049 -1.928 -0.722 -4.156 -0.20
F 2.121 -1.529 -2.181 0.787 0.438 1.986 0.03
H 4.689 -1.397 -2.222 2.142 -0.260 -5.663 0.05
H 6.231 -1.053 -0.185 -0.940 -0.198 -0.440 0.10
H 5.207 -1.241 1.859 7.842 0.872 9.029 -0.03
H 2.716 -1.297 2.550 0.271 -0.355 -3.189 0.16
H -1.285 -1.156 2.519 -0.031 0.190 -3.376 0.20
H -3.459 -0.159 2.823 0.778 -2.133 -3.541 0.21
H -5.511 -0.029 1.925 1.272 -0.585 -2.169 0.14
H -6.135 -0.416 -0.367 3.954 -0.353 -1.112 0.18
H -3.633 -1.106 -3.016 2.350 0.973 -2.307 0.02
H -4.290 -2.742 -2.531 0.311 3.154 0.580 0.15
H -5.370 -1.110 -2.765 3.172 -1.140 2.086 0.16
```
Positions in Å, forces in eV/Å.

No. 4
C25H36BMnN10OS4Sb as an isolated structure, computed with wB97M-V/def2-TZVPD.

The value obtained for the HOMO-LUMO gap (spin up / spin down) is 3.656 / 3.623 eV. For the total energy, the calculation gives -4606.1692 hartree. As for the LUMO energy (spin up / spin down): 3.369 / 3.299 eV. Its spin multiplicity is 6. For the energy above the lowest of the compared OMol25 structures with the same formula, charge and spin, the calculation gives 0.5115 eV. Its charge is -2.

```
79
Properties=species:S:1:pos:R:3:forces:R:3:lowdin_charge:R:1
Mn 0.168 0.066 0.286 1.405 -0.404 0.254 0.53
C -1.043 -3.931 1.181 -0.006 -0.143 -0.176 -0.06
C -1.061 -4.040 -0.341 -0.233 0.152 0.186 -0.36
C -2.402 -3.536 -0.876 0.105 -0.198 0.002 -0.06
C 0.116 -3.371 -0.998 0.306 -0.478 -0.358 -0.27
C 0.968 -4.093 -1.852 0.014 0.047 0.032 -0.03
C 1.905 -3.181 -2.268 -0.080 -0.033 -0.004 -0.09
N 1.616 -1.999 -1.700 0.379 -0.557 -0.486 -0.02
N 0.530 -2.105 -0.921 -0.501 0.343 0.369 0.11
B 2.471 -0.742 -1.940 -0.310 0.403 0.523 -0.54
N 1.637 0.388 -2.536 0.287 0.028 -0.594 -0.03
C 1.777 0.944 -3.751 -0.063 0.052 -0.008 -0.08
C 0.841 1.943 -3.879 0.079 -0.087 -0.034 -0.02
C 0.141 1.936 -2.660 -0.054 -0.030 -0.055 -0.28
N 0.644 0.992 -1.871 -0.495 -0.226 0.604 0.08
C -1.012 2.803 -2.268 -0.054 0.055 0.062 -0.38
C -2.102 2.743 -3.342 0.126 0.017 0.224 -0.06
C -0.558 4.244 -2.025 -0.097 -0.187 0.072 -0.09
N 3.131 -0.269 -0.633 0.728 -0.283 -0.296 -0.03
C 4.460 -0.266 -0.456 0.141 0.018 0.072 -0.09
C 4.727 0.288 0.770 -0.019 -0.106 -0.121 -0.03
C 3.470 0.609 1.305 0.408 -0.023 -0.050 -0.26
N 2.515 0.254 0.441 -0.446 0.015 0.227 0.10
C 3.330 1.296 2.634 -0.247 0.125 0.077 -0.37
C 2.438 0.521 3.593 0.173 -0.017 -0.107 -0.08
C 2.831 2.729 2.469 0.108 -0.022 0.055 -0.08
H -1.782 -4.600 1.619 -0.120 -0.055 0.032 0.08
H -1.280 -2.912 1.470 0.016 0.090 0.132 0.06
H -0.063 -4.189 1.577 0.052 0.038 0.099 0.08
H -0.972 -5.104 -0.612 0.057 0.233 0.023 0.12
H -2.613 -2.555 -0.469 -0.090 0.026 0.019 0.04
H -3.209 -4.204 -0.576 -0.070 -0.076 0.038 0.08
H -2.394 -3.468 -1.963 -0.042 0.015 -0.094 0.08
H 0.900 -5.133 -2.113 -0.026 -0.101 -0.010 0.09
H 2.745 -3.292 -2.926 0.136 0.073 -0.070 0.11
H 3.338 -1.025 -2.714 0.113 -0.108 -0.121 0.11
H 2.519 0.593 -4.444 0.161 -0.085 -0.014 0.11
H 0.686 2.582 -4.727 -0.035 0.100 -0.073 0.09
H -1.418 2.410 -1.329 0.050 0.140 0.015 0.08
H -1.733 3.136 -4.291 0.008 0.001 -0.105 0.07
H -2.957 3.341 -3.035 -0.103 0.069 0.047 0.08
H -2.430 1.715 -3.489 -0.076 -0.067 -0.148 0.05
H -0.144 4.682 -2.935 0.070 -0.002 -0.176 0.07
H 0.199 4.271 -1.245 -0.003 0.060 0.095 0.08
H -1.400 4.843 -1.686 0.024 0.046 0.097 0.01
H 5.124 -0.659 -1.202 0.034 -0.035 -0.203 0.10
H 5.685 0.449 1.226 0.129 0.051 0.081 0.09
H 4.347 1.330 3.057 -0.132 -0.085 -0.143 0.12
H 1.409 0.582 3.254 -0.124 0.048 0.084 0.00
H 2.494 0.944 4.594 -0.048 0.110 0.110 0.08
H 2.752 -0.522 3.633 0.010 -0.141 0.054 0.06
H 1.838 2.733 2.027 -0.022 0.050 0.017 -0.02
H 3.493 3.294 1.816 0.124 0.121 -0.055 0.08
H 2.770 3.227 3.436 0.009 0.083 0.078 0.08
S -2.458 5.397 0.855 -0.122 -0.388 0.044 -0.46
Sb -2.205 4.477 2.971 -0.266 1.007 0.168 0.04
S -0.311 2.079 1.227 0.278 0.851 -1.301 -0.03
S -0.970 1.822 3.101 -0.654 0.004 1.224 -0.15
S -0.622 5.860 3.950 -0.054 -0.335 0.113 -0.55
N -7.021 -0.450 -1.682 1.477 0.157 0.424 0.15
C -5.913 -0.310 -1.354 -3.431 -0.199 -1.061 -0.20
C -4.599 -0.170 -0.959 3.764 0.234 1.175 -0.21
C -3.511 -0.322 -1.863 -1.896 0.039 0.278 -0.02
C -2.235 -0.368 -1.393 1.147 0.050 1.010 -0.16
N -1.884 -0.263 -0.077 -2.531 0.043 -1.034 -0.02
C -2.921 -0.006 0.773 1.627 -0.309 0.080 -0.12
C -4.229 0.046 0.401 -1.396 -0.246 -1.384 0.02
H -3.706 -0.466 -2.918 0.039 0.010 0.004 0.12
H -1.419 -0.549 -2.081 0.047 0.038 0.058 0.11
H -2.656 0.148 1.813 0.143 0.129 -0.009 0.05
H -5.002 0.221 1.137 0.084 0.011 0.069 0.12
N 1.015 -2.646 3.934 -0.040 -0.060 -0.137 0.14
C 0.282 -1.705 3.210 -0.065 -0.395 0.694 -0.70
N -0.754 -1.139 3.856 -0.098 -0.198 -0.028 0.14
O 0.547 -1.509 2.034 0.110 0.256 -0.619 -0.05
H 1.124 -2.471 4.921 0.015 0.024 -0.072 0.09
H 1.868 -2.913 3.463 -0.062 0.099 0.042 0.10
H -0.836 -1.266 4.851 0.096 -0.026 0.000 0.09
H -1.027 -0.191 3.513 0.032 0.146 -0.014 -0.08
```
Positions in Å, forces in eV/Å.